A 14-piece molecular cluster, C72H183N11O25 overall at a distorted geometry. Source: OMol25; level of theory: the ωB97M-V functional and the def2-TZVPD basis.

Each line ends with the Mulliken charge.
Element x y z (Å)
C1 -2.2301 7.7982 0.0129  -0.870
C2 -2.2028 7.9696 1.5609  -0.246
O1 -2.9399 9.1313 1.8462  -0.495
H1 -1.8576 8.6215 -0.5966  0.272
H2 -3.2565 7.6543 -0.3246  0.205
H3 -1.7173 6.8958 -0.3199  0.318
H4 -1.1514 7.9659 1.8482  0.267
H5 -2.6444 7.1449 2.1203  0.239
H6 -2.2618 9.7642 2.0937  0.309
C3 -6.6277 4.3012 -0.5725  -1.047
C4 -7.7397 4.9505 -1.3769  -0.212
O2 -7.3973 6.2966 -1.6409  -0.525
H7 -6.7539 3.2186 -0.5673  0.324
H8 -6.4831 4.6675 0.4439  0.340
H9 -5.6831 4.5103 -1.0746  0.304
H10 -8.6541 4.9754 -0.7841  0.224
H11 -7.9631 4.4157 -2.3001  0.301
H12 -7.1446 6.7168 -0.8156  0.292
C5 -5.3547 -6.0119 -4.7900  -0.936
C6 -5.4366 -4.5139 -4.7720  -0.256
O3 -6.6282 -3.9837 -5.2766  -0.513
H13 -5.1927 -6.3864 -5.8007  0.273
H14 -6.3195 -6.4011 -4.4648  0.269
H15 -4.6184 -6.3696 -4.0701  0.317
H16 -4.6386 -4.0769 -5.3723  0.249
H17 -5.2535 -4.1161 -3.7738  0.314
H18 -6.6031 -4.0328 -6.2350  0.277
C7 -3.5909 4.7608 -14.1348  -0.734
O4 -3.9984 5.5095 -12.9386  -0.266
C8 -5.4202 5.3936 -12.6789  -0.612
C9 -5.5462 6.2982 -11.4555  -0.621
N1 -5.4681 7.7046 -11.8222  -0.422
C10 -5.0406 8.5495 -10.6895  -0.703
C11 -4.9271 10.0336 -11.2922  -0.621
O5 -4.0773 10.1302 -12.4539  -0.290
C12 -4.1011 11.5146 -12.9267  -0.757
H19 -2.6370 5.2808 -14.2229  0.234
H20 -4.2732 4.7857 -14.9845  0.296
H21 -3.4666 3.7019 -13.9078  0.265
H22 -5.6284 4.3737 -12.3555  0.434
H23 -6.0597 5.7558 -13.4838  0.356
H24 -4.7265 6.0624 -10.7768  0.322
H25 -6.4161 6.0899 -10.8327  0.395
H26 -4.7858 7.7894 -12.5620  0.309
H27 -4.0588 8.1924 -10.3786  0.397
H28 -5.6937 8.6132 -9.8192  0.339
H29 -4.5116 10.6723 -10.5127  0.435
H30 -5.9348 10.4036 -11.4814  0.364
H31 -3.3940 11.6667 -13.7422  0.250
H32 -3.8459 12.2756 -12.1892  0.301
H33 -5.1266 11.7971 -13.1643  0.328
C13 5.3324 -0.7107 4.4097  -0.462
O6 4.3423 0.0706 5.1022  -0.403
C14 4.8556 0.9142 6.1583  -0.466
C15 5.1111 -0.0644 7.2891  -0.563
N2 6.5723 -0.3197 7.4020  -0.416
C16 6.8546 -1.7539 7.6339  -0.448
C17 8.3301 -2.0196 7.7231  -0.685
O7 9.0242 -1.8751 6.5170  -0.294
C18 10.2686 -2.6041 6.5615  -0.802
H34 6.1499 -0.0970 4.0313  0.265
H35 4.8644 -1.2503 3.5863  0.286
H36 5.7249 -1.5503 4.9835  0.077
H37 4.2008 1.7633 6.3540  0.290
H38 5.7303 1.4686 5.8184  0.311
H39 4.6763 -1.0516 7.1329  0.429
H40 4.8203 0.2927 8.2770  0.337
H41 7.2287 -0.0784 6.6733  0.314
H42 6.4190 -2.2342 6.7578  0.199
H43 6.3327 -2.2030 8.4789  0.375
H44 8.4673 -3.0687 7.9854  0.468
H45 8.7869 -1.3478 8.4498  0.280
H46 10.9257 -2.4835 7.4228  0.322
H47 10.9018 -2.3545 5.7100  0.254
H48 10.0002 -3.6590 6.6198  0.332
C19 -1.8569 -0.8803 1.0829  -0.754
O8 -0.5780 -0.7031 0.4847  -0.331
C20 -0.4988 0.4622 -0.3648  -0.661
C21 -1.4465 0.6185 -1.6228  -0.506
N3 -0.9245 1.6931 -2.5006  -0.271
C22 -1.6804 1.9443 -3.7550  -0.737
C23 -0.8258 2.7112 -4.7511  0.064
O9 -1.5303 3.1700 -5.8328  -0.396
C24 -0.6437 3.7607 -6.7904  -0.593
H49 -2.2959 0.0183 1.5163  0.344
H50 -1.7445 -1.5524 1.9336  0.255
H51 -2.6261 -1.2228 0.3906  0.283
H52 0.4673 0.6954 -0.8124  0.376
H53 -0.5821 1.3315 0.2876  0.373
H54 -2.4611 0.8150 -1.2762  0.367
H55 -1.3830 -0.3317 -2.1530  0.309
H56 0.0211 1.4710 -2.7775  0.173
H57 -2.5526 2.4891 -3.3936  0.319
H58 -2.1037 1.0494 -4.2111  0.372
H59 -0.0814 2.0373 -5.1751  -0.063
H60 -0.4199 3.5124 -4.1335  0.321
H61 -1.1148 4.2026 -7.6684  0.321
H62 0.0932 3.0336 -7.1318  0.150
H63 -0.0148 4.5620 -6.4025  0.292
C25 1.2345 -0.2047 -7.0800  -0.676
O10 2.5407 -0.0652 -6.5378  -0.344
C26 2.8275 -0.5231 -5.2837  -0.434
C27 3.8882 0.3298 -4.5757  -0.866
N4 3.5084 1.7234 -4.5402  -0.094
C28 4.5935 2.5845 -3.9738  -0.775
C29 4.2540 4.0178 -4.3095  -0.541
O11 4.1438 4.0846 -5.7389  -0.357
C30 3.9785 5.4821 -6.1255  -0.761
H64 1.0503 0.4921 -7.8977  0.203
H65 0.4486 -0.0063 -6.3513  0.258
H66 1.1975 -1.2283 -7.4528  0.332
H67 3.0559 -1.5889 -5.2954  0.448
H68 1.9048 -0.4442 -4.7086  0.168
H69 4.8850 0.2148 -5.0016  0.410
H70 3.9617 -0.0505 -3.5568  0.419
H71 3.5784 1.9830 -5.5138  0.236
H72 5.5593 2.3487 -4.4207  0.335
H73 4.6679 2.4083 -2.9008  0.410
H74 4.9548 4.6978 -3.8252  0.458
H75 3.2657 4.3349 -3.9767  0.305
H76 3.7836 5.5215 -7.1972  0.251
H77 4.8700 6.0641 -5.8918  0.288
H78 3.0694 5.8513 -5.6509  0.316
C31 11.2417 5.1939 -15.1186  -0.769
O12 10.0036 4.9306 -14.5592  -0.324
C32 9.2077 6.1398 -14.4233  -0.551
C33 8.0753 6.0412 -13.3933  -0.595
N5 6.8109 5.5302 -14.0051  -0.222
C34 5.5928 5.8845 -13.3224  -0.789
C35 4.7811 6.9933 -13.8663  -0.266
O13 3.5770 7.3056 -13.1442  -0.337
C36 2.8589 8.3518 -13.6831  -0.743
H79 11.0783 5.7328 -16.0518  0.322
H80 11.7299 4.2669 -15.4191  0.282
H81 12.0738 5.6215 -14.5592  0.299
H82 8.6582 6.2961 -15.3515  0.326
H83 9.8539 6.9568 -14.1023  0.344
H84 7.8484 7.0457 -13.0361  0.432
H85 8.5423 5.4965 -12.5728  0.301
H86 6.8143 4.5384 -14.1961  0.231
H87 5.7885 6.0921 -12.2703  0.304
H88 4.9544 5.0013 -13.3001  0.372
H89 4.4683 6.7672 -14.8856  0.283
H90 5.3919 7.8960 -13.8807  0.249
H91 2.0262 7.9872 -14.2846  0.269
H92 3.4138 8.9543 -14.4023  0.345
H93 2.3660 8.8915 -12.8746  0.237
C37 1.1243 -8.2427 16.8493  -0.767
O14 0.4758 -8.4648 15.6453  -0.305
C38 -0.2168 -7.2958 15.0919  -0.747
C39 -0.5860 -7.6605 13.6282  -0.454
N6 0.5204 -7.8189 12.7675  -0.320
C40 0.2459 -7.9581 11.3711  -0.472
C41 -0.2425 -6.6394 10.7658  -0.464
O15 -0.6089 -6.7006 9.3217  -0.332
C42 0.4575 -6.5895 8.4595  -0.663
H94 0.5173 -7.6783 17.5572  0.302
H95 2.0592 -7.7080 16.6814  0.309
H96 1.4042 -9.2297 17.2175  0.239
H97 0.4100 -6.4091 15.1874  0.395
H98 -1.1419 -7.0165 15.5963  0.377
H99 -1.2127 -6.8345 13.2919  0.409
H100 -1.2394 -8.5282 13.7184  0.275
H101 0.9734 -8.6635 13.0861  0.233
H102 -0.5255 -8.7059 11.1869  0.228
H103 1.1914 -8.3029 10.9524  0.450
H104 0.3342 -5.7350 10.9597  0.303
H105 -1.2433 -6.6345 11.1976  0.215
H106 0.8906 -5.6046 8.6344  0.283
H107 0.1422 -6.7643 7.4308  0.239
H108 1.2631 -7.2661 8.7447  0.269
C43 10.6973 4.8263 7.9117  -0.637
O16 10.3362 5.7128 6.8662  -0.336
C44 8.9780 6.1210 6.8242  -0.224
C45 8.7094 7.0152 5.6010  -0.874
N7 7.5380 7.8944 5.6508  -0.308
C46 6.2625 7.1764 5.5106  -0.399
C47 6.0354 6.6853 4.0620  -0.500
O17 4.7337 6.1611 3.8849  -0.343
C48 4.4710 5.5164 2.6122  -0.688
H109 9.9640 4.0485 7.6984  0.274
H110 10.4022 5.1987 8.8926  0.283
H111 11.7376 4.5062 7.9701  0.240
H112 8.7323 6.7126 7.7061  0.278
H113 8.3105 5.2615 6.7628  0.251
H114 8.7179 6.4454 4.6718  0.254
H115 9.6207 7.6113 5.5542  0.375
H116 7.5745 8.4839 6.4701  0.293
H117 5.4955 7.9027 5.7793  0.394
H118 6.2006 6.3197 6.1817  0.216
H119 6.7942 5.9302 3.8565  0.277
H120 6.1978 7.4308 3.2836  0.341
H121 5.1251 4.6520 2.4980  0.299
H122 4.6540 6.1809 1.7678  0.291
H123 3.4527 5.1295 2.6502  0.245
C49 5.8160 -6.2340 0.2898  -0.768
O18 4.6080 -5.7208 -0.2886  -0.319
C50 3.3839 -6.3733 0.0780  -0.418
C51 2.2379 -5.9407 -0.7815  -0.821
N8 2.3675 -6.3028 -2.2280  -0.399
C52 2.1520 -7.7354 -2.4803  -0.602
C53 2.4044 -7.9749 -4.0526  -0.632
O19 3.7796 -8.0523 -4.2887  -0.294
C54 4.0135 -8.1101 -5.7055  -0.794
H124 6.1502 -7.1789 -0.1388  0.298
H125 5.6558 -6.3845 1.3574  0.314
H126 6.7046 -5.6096 0.1970  0.256
H127 3.2102 -6.1005 1.1189  0.447
H128 3.5530 -7.4494 0.1178  0.341
H129 2.1365 -4.8571 -0.8414  0.305
H130 1.2797 -6.1918 -0.3267  0.401
H131 3.3378 -6.2455 -2.5023  0.298
H132 1.1617 -8.0835 -2.1866  0.438
H133 2.8114 -8.3425 -1.8601  0.282
H134 1.9131 -7.1502 -4.5688  0.329
H135 1.9003 -8.8871 -4.3717  0.442
H136 3.8124 -7.1453 -6.1711  0.329
H137 3.5842 -8.9402 -6.2665  0.304
H138 5.0922 -8.2235 -5.8135  0.262
C55 -7.5045 0.7966 -7.7853  -0.701
O20 -7.6449 -0.2847 -8.6689  -0.285
C56 -6.4145 -0.7019 -9.2677  -0.490
C57 -6.4313 -1.8447 -10.3400  -0.716
N9 -6.9900 -3.1202 -9.8750  -0.264
C58 -8.4367 -3.2890 -10.0410  -0.387
C59 -8.8697 -4.1009 -11.3321  -0.619
O21 -9.0969 -3.3288 -12.4710  -0.387
C60 -10.2021 -2.3877 -12.3244  -0.777
H139 -8.4877 1.1933 -7.5321  0.235
H140 -6.9811 1.5181 -8.4126  0.296
H141 -6.8423 0.6323 -6.9353  0.283
H142 -5.8434 -1.0049 -8.3902  0.313
H143 -5.9358 0.1900 -9.6721  0.399
H144 -5.3576 -2.0281 -10.3816  0.384
H145 -6.6459 -1.4031 -11.3132  0.293
H146 -6.4710 -3.8954 -10.2621  0.260
H147 -8.8535 -2.3144 -10.2948  0.190
H148 -9.0245 -3.7894 -9.2714  0.339
H149 -9.8134 -4.6119 -11.1407  0.404
H150 -8.0955 -4.8381 -11.5449  0.327
H151 -10.0152 -1.4218 -11.8550  0.275
H152 -11.0728 -2.7991 -11.8139  0.343
H153 -10.5363 -2.0290 -13.2979  0.290
C61 -6.0586 -11.0950 13.6224  -0.796
O22 -6.0636 -10.4261 12.3826  -0.279
C62 -6.6179 -11.3544 11.4274  -0.504
C63 -6.4239 -10.7180 10.1281  -0.575
N10 -6.8751 -11.4569 9.0200  -0.408
C64 -6.4220 -10.8913 7.7062  -0.506
C65 -6.7568 -9.4533 7.4536  -0.404
O23 -6.3295 -9.0145 6.1912  -0.344
C66 -6.7210 -7.6836 5.7834  -0.757
H154 -5.4379 -11.9891 13.5636  0.318
H155 -7.0119 -11.5038 13.9574  0.306
H156 -5.7565 -10.5098 14.4909  0.280
H157 -6.3167 -12.4006 11.3731  0.374
H158 -7.6704 -11.4904 11.6761  0.344
H159 -6.9402 -9.7729 10.2967  0.222
H160 -5.3849 -10.4112 10.0075  0.358
H161 -6.3782 -12.3348 8.9689  0.250
H162 -5.3932 -11.1877 7.5016  0.335
H163 -7.0653 -11.4738 7.0467  0.302
H164 -7.8186 -9.2887 7.6369  0.299
H165 -6.1797 -8.8206 8.1280  0.302
H166 -6.5428 -6.8466 6.4586  0.301
H167 -7.7714 -7.7419 5.4980  0.315
H168 -6.1989 -7.4581 4.8536  0.265
C67 -0.3366 1.0757 17.5963  -0.764
O24 -1.1816 1.6440 16.6111  -0.311
C68 -2.5567 1.6022 16.7176  -0.392
C69 -3.1006 2.4818 15.6139  -0.771
N11 -2.7238 1.9966 14.2831  -0.339
C70 -3.4873 0.7792 13.8729  -0.497
C71 -2.9571 0.3863 12.4762  -0.455
O25 -3.7989 -0.7154 11.9918  -0.302
C72 -3.4151 -1.1277 10.6508  -0.761
H169 -0.3923 -0.0119 17.6411  0.294
H170 -0.4743 1.5818 18.5518  0.281
H171 0.6111 1.3525 17.1343  0.250
H172 -2.9593 2.0266 17.6373  0.397
H173 -2.8950 0.5676 16.7748  0.328
H174 -2.6413 3.4677 15.6858  0.307
H175 -4.1750 2.5924 15.7603  0.419
H176 -1.7568 1.7452 14.4305  0.290
H177 -4.5192 1.1161 13.7739  0.278
H178 -3.4364 -0.1116 14.4989  0.264
H179 -1.9301 0.0535 12.6264  0.292
H180 -3.0743 1.3086 11.9072  0.314
H181 -2.3554 -1.3424 10.5122  0.308
H182 -3.8001 -0.4641 9.8766  0.281
H183 -3.7756 -2.1314 10.4260  0.290

Computed properties:
Kohn-Sham gap in Eh: 0.32584
E_LUMO in eV: 0.40
Spin multiplicity: 1